ORCA calculation (ωB97M-V with the def2-TZVPD basis set) on a structure of composition C15H32InNO3P2 at a distorted geometry.

```
! wB97M-V def2-TZVPD RIJCOSX def2/J DEFGRID3
* xyz 2 1
In -0.0328 -0.3486 0.4964
P -2.2780 0.1086 -0.5636
C -2.1176 0.4857 -2.3715
C -0.8524 1.2257 -2.7048
N 0.2237 0.9712 -1.9334
C 1.4360 1.3788 -2.3218
C 1.6129 2.1329 -3.4900
C 0.5052 2.4101 -4.2988
C -0.7498 1.9407 -3.9155
C 2.6264 1.0279 -1.4504
P 2.3526 -0.4592 -0.4410
H -1.6410 2.0639 -4.5457
H 2.6155 2.4889 -3.7168
H 0.6264 2.9942 -5.2126
H 3.5064 0.8474 -2.0757
H 2.8701 1.8512 -0.7637
H -2.0482 -0.4951 -2.8778
H -3.0013 1.0080 -2.7647
H -1.3761 -2.5057 -2.8907
O -1.4390 -1.9942 -3.7383
H -2.2905 -2.3107 -4.1045
H -0.3032 -2.7129 -0.8088
O -0.4919 -3.3810 -1.4766
H 0.3479 -3.5561 -1.9218
C 2.8303 -1.8086 -1.5460
H 3.8600 -1.6366 -1.8808
H 2.7861 -2.7691 -1.0164
H 2.1783 -1.8374 -2.4273
C 3.6104 -0.3808 0.8623
H 3.6295 -1.3342 1.4117
H 4.5984 -0.2008 0.4141
H 3.3736 0.4368 1.5615
C -2.8855 1.6028 0.2943
H -3.9309 1.7825 -0.0025
H -2.8206 1.4379 1.3841
H -2.2549 2.4615 0.0178
C -3.6217 -1.1121 -0.4943
H -3.8920 -1.2621 0.5609
H -4.4983 -0.7465 -1.0525
H -3.2849 -2.0709 -0.9207
C -1.2471 0.8443 4.0921
C 0.0283 0.2336 3.5340
C 1.2527 0.8330 4.2062
C 0.0127 -1.2867 3.7229
O 0.1293 0.7096 2.2105
H -1.2992 0.7046 5.1751
H -2.1309 0.3912 3.6326
H -1.2634 1.9126 3.8624
H 1.2290 0.6734 5.2863
H 2.1630 0.3926 3.7901
H 1.2798 1.9030 3.9877
H -0.8606 -1.7786 3.2808
H 0.9099 -1.7864 3.3419
H -0.0245 -1.4926 4.8012
*
```

Computed properties:
HOMO energy in eV: -15.310
Frontier orbital gap in eV: 7.28
Energy in a.u.: -1743.55289

Atom charges from the Löwdin analysis, given in e for atoms 1 to 4: 0.85, 0.84, -0.25, -0.30